Here is a molecular structure, C30H27AuN4O4S3 at a distorted geometry from the Open Molecules 2025 dataset. Energies are from ωB97M-V/def2-TZVPD.

The LUMO energy (spin up / spin down) comes out at -3.313 / -3.312 eV. For the HOMO energy (spin up / spin down), the calculation gives -0.2221 / -0.2221 hartree. The gap between HOMO and LUMO (spin up / spin down) comes out at 2.731 / 2.732 eV. Its calculated total energy is -81893.179 eV.

CARTESIAN COORDINATES (ANGSTROEM)
Au1 -1.17661 -0.33323 1.12628
C1 -4.93984 7.22831 0.06079
C2 -4.37714 5.84399 -0.11430
C3 -4.26106 5.27509 -1.37830
C4 -3.72795 4.00518 -1.54417
C5 -3.30159 3.29069 -0.43731
C6 -3.43627 3.82808 0.83414
C7 -3.96580 5.09864 0.98944
S1 -2.62813 1.64404 -0.64484
O1 -1.17688 1.78136 -0.54812
O2 -3.14512 1.13648 -1.89218
N1 -3.12735 0.85839 0.67094
C8 -4.32636 0.09776 0.56897
C9 -4.05135 -1.51072 0.67781
O3 -5.00549 -2.21459 0.35813
O4 -2.90851 -1.81706 1.11682
H1 -5.52932 7.52295 -0.80654
H2 -4.13549 7.95708 0.18447
H3 -5.57344 7.28233 0.94633
H4 -4.60646 5.82989 -2.24317
H5 -3.65407 3.54948 -2.52327
H6 -3.15426 3.22771 1.68854
H7 -4.08233 5.51077 1.98558
H8 -4.86305 0.20511 -0.37378
H9 -4.98502 0.24410 1.43295
C10 -0.22512 2.57154 2.43155
C11 0.83325 1.79635 1.73720
N2 0.81289 0.49541 1.58814
C12 1.91552 0.04024 0.89879
C13 2.77266 1.02184 0.50073
S2 2.19281 2.54943 1.02127
C14 1.41569 -2.40025 1.30484
C15 1.92169 -3.01329 2.40499
S3 0.96158 -4.37341 2.80547
C16 -0.04162 -4.06298 1.40760
N3 0.30567 -2.99417 0.76698
C17 -1.11021 -5.01707 1.01454
H10 -0.93083 1.87723 2.88393
H11 -0.76151 3.17993 1.70271
H12 0.20540 3.22674 3.18965
H13 3.68533 0.92469 -0.06123
H14 2.78961 -2.74275 2.98411
H15 -0.71359 -6.03522 0.99828
H16 -1.48848 -4.74576 0.03382
H17 -1.94261 -4.97530 1.71374
N4 2.11565 -1.33222 0.65561
C18 2.87969 -1.76816 -0.43082
C19 2.15227 -2.42834 -1.46590
C20 2.67297 -3.52688 -2.18067
C21 1.89067 -4.18375 -3.10054
C22 0.57996 -3.76354 -3.34217
C23 0.05880 -2.66919 -2.66677
C24 0.82908 -2.00827 -1.73299
C25 4.29289 -1.56723 -0.38808
C26 5.08491 -1.62885 -1.55048
C27 6.44625 -1.42539 -1.48103
C28 7.05742 -1.15089 -0.26286
C29 6.28898 -1.07968 0.89592
C30 4.92851 -1.28028 0.83641
H18 3.67066 -3.88454 -1.95907
H19 2.28772 -5.04020 -3.62911
H20 -0.03512 -4.29932 -4.05282
H21 -0.95321 -2.33377 -2.85247
H22 0.42714 -1.13697 -1.23095
H23 4.60970 -1.79769 -2.50793
H24 7.04189 -1.47114 -2.38302
H25 8.12444 -0.98038 -0.21592
H26 6.76002 -0.87394 1.84765
H27 4.32950 -1.23447 1.73565



Here is a molecular structure, C30H27BN5O10S3Tl from the Open Molecules 2025 dataset. Energies are from ωB97M-V/def2-TZVPD.

The LUMO energy comes out at 3.625 eV. Its net charge is -2. For the HOMO energy, the calculation gives -0.0709 hartree. The energy above the lowest of the compared OMol25 structures with the same formula, charge and spin is 29.5 kcal per mole. The gap between HOMO and LUMO comes out at 5.554 eV. Its calculated total energy is -97355.931 eV.

CARTESIAN COORDINATES (ANGSTROEM)
Tl1 0.58713 0.14509 -0.11627
O1 -0.50419 4.85345 0.49319
C1 -0.41348 3.53295 0.22956
O2 0.61867 2.93347 0.27793
C2 -1.75433 2.94608 -0.12978
C3 -2.83898 3.76797 -0.40874
C4 -4.01719 3.17607 -0.80034
C5 -4.06326 1.79463 -0.91824
C6 -2.93128 1.06105 -0.61010
N1 -1.81031 1.62905 -0.19000
C7 -2.86812 -0.45467 -0.75343
O3 -3.94908 -1.04574 -1.31414
O4 -1.93882 -1.11785 -0.40058
H1 0.39190 5.11633 0.75866
H2 -2.73526 4.83947 -0.34128
H3 -4.88833 3.77536 -1.02964
H4 -4.98941 1.32482 -1.22487
H5 -4.52345 -0.38863 -1.72139
C8 2.59450 -0.58590 -3.47992
N2 2.75606 -1.44300 -2.32600
C9 3.60283 -1.17850 -1.25664
C10 3.49867 -2.22877 -0.42162
N3 2.60904 -3.13248 -0.96408
B1 2.13747 -4.42223 -0.21219
N4 0.73487 -4.16635 0.43724
C11 -0.43619 -4.70474 -0.05354
C12 -1.46231 -4.24916 0.68888
N5 -0.91152 -3.41284 1.64645
C13 -1.65949 -2.65688 2.62110
C14 0.44538 -3.35239 1.48125
S1 1.50588 -2.42682 2.43232
C15 2.14580 -2.64978 -2.14449
S2 1.03375 -3.36663 -3.21940
H6 3.53142 -0.52516 -4.03977
H7 2.26889 0.40787 -3.17384
H8 1.82396 -1.02535 -4.10926
H9 4.17388 -0.26915 -1.19470
H10 3.94168 -2.40658 0.54131
H11 1.99838 -5.33056 -0.99970
H12 2.95952 -4.65549 0.64832
H13 -0.42497 -5.33764 -0.92216
H14 -2.52322 -4.40838 0.61358
H15 -2.31422 -3.31998 3.18990
H16 -2.25580 -1.88303 2.13584
H17 -0.94510 -2.17787 3.28803
O5 -1.21384 2.86131 -2.90442
C16 -0.70313 1.77042 -3.22752
O6 0.00550 1.00978 -2.51724
C17 -0.96293 1.25970 -4.63511
C18 -1.13916 2.15594 -5.67945
C19 -1.33661 1.72068 -6.99658
C20 -1.37029 0.36409 -7.19520
O7 -1.56895 -0.31920 -8.37615
C21 -1.37747 -1.69778 -8.04848
O8 -1.31572 -1.81597 -6.63712
C22 -1.20920 -0.52938 -6.15699
C23 -0.98415 -0.12453 -4.86712
H18 -1.12695 3.21334 -5.45054
H19 -1.46077 2.41345 -7.81864
H20 -0.43949 -2.05017 -8.48930
H21 -2.22318 -2.27552 -8.42338
H22 -0.78984 -0.83054 -4.06839
O9 1.13676 -0.72512 9.53198
C24 1.69782 0.42644 9.04320
O10 2.35875 1.09435 9.80294
C25 1.41452 0.74032 7.63417
C26 1.72432 2.01562 7.14851
C27 1.42938 2.38047 5.85440
C28 0.77700 1.50238 4.94855
S3 0.31335 1.98730 3.36806
C29 0.54069 0.19294 5.43672
C30 0.83978 -0.16609 6.73084
H23 0.59010 -1.11028 8.83674
H24 2.20182 2.71415 7.82572
H25 1.67513 3.37315 5.49783
H26 0.14338 -0.53954 4.74547
H27 0.66046 -1.20154 7.01345



Here is a molecular structure, C30H27Cl3I2InN6O3S from the Open Molecules 2025 dataset. Energies are from ωB97M-V/def2-TZVPD.

The LUMO energy comes out at -2.472 eV. Its net charge is +1. For the HOMO energy, the calculation gives -0.3659 hartree. The energy above the lowest of the compared OMol25 structures with the same formula, charge and spin is 10.3 kcal per mole. The gap between HOMO and LUMO comes out at 7.485 eV. Its calculated total energy is -116404.805 eV.

CARTESIAN COORDINATES (ANGSTROEM)
In1 -0.18709 -0.22285 0.32215
I1 -1.54697 2.16855 7.60765
C1 -1.12418 1.16726 5.80766
C2 -1.41280 -0.18182 5.68315
C3 -1.15028 -0.81065 4.48327
I2 -1.58821 -2.84678 4.26800
C4 -0.56826 -0.15483 3.37907
O1 -0.31000 -0.83967 2.27737
C5 -0.27422 1.21335 3.55102
C6 0.40710 1.98065 2.45394
N1 -0.33421 1.92346 1.17833
C7 -1.69231 2.43811 1.22240
C8 -2.53643 1.84598 0.12056
C9 -3.77352 2.38712 -0.20855
C10 -4.51544 1.79997 -1.21524
C11 -3.99283 0.70658 -1.89704
C12 -2.75803 0.22864 -1.51797
N2 -2.06113 0.78357 -0.52027
C13 -0.56240 1.85458 4.74937
H1 -1.83271 -0.73883 6.50889
H2 1.38708 1.53901 2.26083
H3 0.55436 3.01825 2.76730
H4 0.22365 2.41722 0.48424
H5 -1.72304 3.52861 1.14274
H6 -2.13995 2.16655 2.18272
H7 -4.14275 3.25527 0.32106
H8 -5.48944 2.19267 -1.47462
H9 -4.53455 0.23824 -2.70596
H10 -2.28792 -0.60819 -2.01535
H11 -0.32458 2.90597 4.85739
C14 6.94432 1.47142 4.20653
C15 5.95767 1.37201 3.07989
C16 6.04442 0.33062 2.15484
C17 5.14328 0.23207 1.11278
C18 4.13071 1.17322 0.98983
C19 4.03084 2.22059 1.88883
C20 4.94301 2.31214 2.92844
S1 2.94204 1.01121 -0.31287
O2 3.59933 0.74587 -1.56242
O3 2.09740 2.18494 -0.25643
N3 2.00399 -0.26497 0.10923
C21 2.01650 -1.44727 -0.59501
C22 3.12816 -2.14279 -1.09051
C23 2.92461 -3.33497 -1.74781
C24 1.63119 -3.82645 -1.92910
C25 0.58562 -3.10038 -1.41357
N4 0.78044 -1.94967 -0.76628
H12 7.96660 1.42613 3.83013
H13 6.81332 0.63796 4.89883
H14 6.82441 2.39970 4.76126
H15 6.82881 -0.41007 2.24885
H16 5.22799 -0.56593 0.39107
H17 3.25185 2.96224 1.77027
H18 4.86947 3.13024 3.63366
H19 4.11718 -1.74013 -0.96445
H20 3.77244 -3.89453 -2.12046
H21 1.45494 -4.75006 -2.46008
H22 -0.44321 -3.41927 -1.52262
Cl1 -0.32685 1.77859 -5.39133
C26 1.14275 1.59250 -4.39183
Cl2 2.33326 0.65748 -5.28549
Cl3 1.76776 3.18673 -3.94467
C27 0.69588 0.91336 -3.17695
N5 0.12347 0.45321 -2.29500
C28 -3.87824 -4.83619 -0.16358
C29 -3.49357 -3.94416 1.02521
C30 -2.64043 -2.84388 0.62623
N6 -1.99232 -1.97577 0.25070
H23 -4.55170 -5.61702 0.18218
H24 -2.99393 -5.30786 -0.58933
H25 -4.38158 -4.26296 -0.94025
H26 -2.96075 -4.52093 1.78132
H27 -4.38218 -3.52617 1.50119